Here is a cluster of 7 separate species, C10H34N6O7 in total from OMol25. Energies are from the ωB97M-V functional and the def2-TZVPD basis.

Geometry as XYZ:
```
57
C10H34N6O7, DFT the ωB97M-V functional and the def2-TZVPD basis
N 2.079 -1.488 0.308
C 3.089 -1.341 -0.536
N 2.884 -0.226 -1.209
O 4.079 -2.361 -0.657
H 1.756 -2.434 0.581
H 1.398 -0.820 0.592
H 3.458 -0.027 -1.961
H 1.934 0.301 -1.287
N 3.278 1.688 0.547
C 3.999 2.693 0.168
N 4.019 3.739 0.844
O 4.669 2.570 -1.039
H 3.149 1.057 -0.283
H 2.605 1.704 1.320
H 4.632 4.434 0.464
H 3.756 3.796 1.839
N -2.700 0.160 0.814
C -1.507 0.271 1.217
N -1.234 1.386 1.745
O -0.559 -0.741 1.208
H -3.023 -0.762 0.548
H -3.337 0.911 0.601
H -0.250 1.609 2.022
H -1.835 2.212 1.790
C -4.487 -2.677 0.328
C -4.630 -2.011 -1.064
O -3.376 -1.444 -1.350
H -4.092 -2.020 1.055
H -3.840 -3.491 0.324
H -5.545 -2.913 0.681
H -5.380 -1.221 -1.001
H -4.931 -2.817 -1.811
H -2.823 -2.062 -1.867
C 0.004 -5.393 0.572
C -0.565 -3.954 0.664
O 0.365 -3.259 1.522
H 0.067 -5.812 1.519
H 0.968 -5.249 0.137
H -0.510 -6.105 -0.081
H -1.547 -3.831 1.095
H -0.639 -3.379 -0.246
H -0.028 -2.395 1.545
C -0.421 4.529 -0.408
C 1.171 4.476 -0.243
O 1.456 4.648 1.125
H -0.713 4.786 -1.397
H -0.786 5.338 0.211
H -0.859 3.648 -0.044
H 1.624 5.096 -0.917
H 1.406 3.417 -0.519
H 2.350 4.208 1.179
C -0.037 0.047 -2.067
O 0.326 1.020 -1.201
H -0.082 -0.885 -1.564
H 0.553 0.031 -3.009
H -1.054 0.249 -2.322
H -0.296 1.081 -0.504
```

As for the HOMO-LUMO gap: 0.29977 hartree. Its SMILES is NC(N)=O.NC(N)=O.NC(N)=O.CCO.CCO.CCO.CO. The calculation puts the HOMO energy at -8.34 eV.